A) 26
Properties=species:S:1:pos:R:3:mulliken_charge:R:1 method="wB97M-V/def2-TZVPD" smiles="C[N+](C)=C1Nc2ccccc2[P@]1(O)=S" charge=+1 homo_energy_ha=-0.4627
H -2.863 0.842 0.936 0.36
H 2.254 1.331 -2.079 0.52
C -0.125 -0.930 0.210 0.29
P -0.787 0.368 1.370 0.62
H -0.927 3.378 0.911 0.49
N -0.244 -2.246 0.264 0.13
C 0.800 1.041 -0.682 0.00
S 0.218 0.066 2.982 -0.30
H -1.563 -2.269 1.901 0.38
C -0.197 1.598 0.195 0.66
C 1.648 1.806 -1.429 -0.97
H 2.108 3.797 -1.881 0.40
H 1.580 -2.924 -0.176 0.35
H 0.232 -2.715 -1.593 0.37
C 0.543 -3.101 -0.584 -1.01
N 0.772 -0.371 -0.589 0.09
C 1.441 3.121 -1.432 -0.41
C -0.287 2.996 0.183 -0.47
H 0.103 -4.080 -0.241 0.36
H 0.511 4.796 -0.782 0.41
H 1.351 -0.993 -1.071 0.18
H -1.079 -3.833 1.459 0.36
H -2.336 -2.817 0.409 0.31
C 0.575 3.757 -0.602 -0.67
O -2.342 0.178 1.367 -0.48
C -1.386 -2.798 0.954 -0.99

=====

B) 26
Properties=species:S:1:pos:R:3:mulliken_charge:R:1 method="wB97M-V/def2-TZVPD" smiles="CN(C)C1=P(O)=C2C=C[C@H]3S[C@H]3C2=[NH+]1" charge=+1 homo_energy_ha=-0.4208
H -0.182 -1.506 -3.247 0.44
H -2.979 -4.160 -1.456 0.39
C -1.637 -1.311 -0.138 0.91
C 0.018 0.593 0.368 0.50
H 0.476 3.159 2.352 0.27
C -0.924 -0.881 -1.175 -0.26
C -1.787 -2.763 -2.709 -0.54
O 0.045 -1.551 1.859 -0.48
C -2.508 -2.471 -0.317 -0.80
C -1.056 -1.483 -2.561 -0.35
H 0.567 -1.438 2.621 0.35
H 2.417 1.600 -0.546 0.49
H -1.394 -3.429 -3.422 0.56
H 0.441 1.356 2.703 0.36
C 1.682 2.248 -0.207 -1.20
C -2.430 -3.227 -1.439 -0.47
H 1.942 2.148 2.284 0.43
P -1.106 -0.419 1.574 -0.02
N 0.749 1.663 0.732 0.12
H 2.113 3.200 0.160 0.39
S -2.621 -1.336 -3.526 -0.07
N -0.025 0.086 -0.896 -0.07
H -2.967 -2.983 0.518 0.31
C 0.850 2.142 2.118 -0.98
H 1.335 2.551 -1.212 0.39
H 0.385 0.583 -1.742 0.35

=====

Quick look at relative energies in kcal/mol: A) 0.0; B) 40.9.

=====

A) 10
Properties=species:S:1:pos:R:3:mulliken_charge:R:1 method="wB97M-V/def2-TZVPD" charge=-1 homo_energy_ha=-0.1251
H 2.947 0.374 1.104 0.27
H 1.432 0.634 1.684 0.22
O -3.233 -0.766 -1.402 -0.55
O -1.720 -0.851 0.233 -0.47
C -2.219 -0.339 -0.894 0.26
C 1.947 0.568 0.715 -0.75
S 1.094 -0.708 -0.328 -0.61
H -1.534 0.260 -1.522 0.26
H -0.654 -0.725 0.201 0.18
H 1.940 1.554 0.210 0.19

=====

B) 10
Properties=species:S:1:pos:R:3:mulliken_charge:R:1 method="wB97M-V/def2-TZVPD" charge=-1 homo_energy_ha=-0.1537
S -1.052 -1.996 0.465 -0.32
H 0.721 -1.230 -0.900 0.23
C -0.355 -1.418 -1.069 -0.74
H -0.431 -2.118 -1.913 0.30
O 0.764 2.797 0.001 -0.64
H -0.736 -0.769 1.018 0.25
H -0.824 -0.552 -1.535 0.29
H 0.972 2.359 2.054 0.25
O 0.264 0.857 0.891 -0.62
C 0.677 2.070 0.988 0.01

=====

Quick look at relative energies in kcal/mol: A) 0.0; B) 3.0.

=====

A) 21
Properties=species:S:1:pos:R:3:mulliken_spin:R:1 method="wB97M-V/def2-TZVPD" spin_multiplicity=2 charge=+1 homo_energy_ha="-0.5363 / -0.5364" s_squared=0.752
H 0.900 1.338 0.116 0.01
H -0.300 -0.455 1.857 0.06
O 2.284 -0.154 3.925 0.00
H 3.014 0.339 4.324 0.00
H -2.164 -0.928 -1.638 0.03
H -2.980 0.122 -0.597 0.02
O 1.555 -1.063 -2.223 0.02
H 0.178 -1.536 0.635 0.01
C 0.192 0.510 0.081 0.38
C -0.893 0.592 -0.822 0.33
H 2.602 -1.064 4.004 0.00
H -1.694 2.494 -1.164 0.05
H -1.945 -1.055 0.139 0.00
C 0.433 -0.569 1.054 0.04
C -1.147 1.720 -1.720 0.03
H -0.319 2.222 -2.193 0.01
C -2.015 -0.381 -0.715 0.01
H 1.097 -1.754 -2.708 0.00
H 1.437 -0.516 1.467 0.01
H -1.842 1.458 -2.526 0.01
H 1.608 -1.318 -1.299 0.00

=====

B) 21
Properties=species:S:1:pos:R:3:mulliken_spin:R:1 method="wB97M-V/def2-TZVPD" spin_multiplicity=2 charge=+1 homo_energy_ha="-0.5052 / -0.5052" s_squared=0.754
H 0.860 -3.596 -1.646 0.01
C -1.418 -2.524 -1.422 0.01
H -0.256 0.947 0.547 0.13
H 0.376 6.389 0.542 0.00
H 1.163 -2.944 -0.075 0.01
H -2.242 -1.748 -1.601 0.00
C -0.280 -1.268 0.485 0.04
H -1.334 -1.348 0.913 0.03
H -0.205 -0.815 -1.746 0.00
O -0.625 6.367 0.375 0.00
H -1.615 -3.064 -0.480 0.00
H 1.313 0.197 -0.022 0.09
H 2.064 -2.255 -1.499 0.00
H 1.328 1.230 2.054 -0.01
C -0.131 -1.740 -1.072 0.01
H 0.238 -1.990 1.065 0.02
H -1.347 -3.091 -2.382 0.00
C 1.073 -2.581 -1.091 0.02
O 0.933 0.282 1.982 0.59
C 0.446 0.063 0.667 0.07
H -0.946 7.195 0.073 0.00

=====

Quick look at relative energies in kcal/mol: A) 0.0; B) 67.2.

=====

A) 25
Properties=species:S:1:pos:R:3:mulliken_charge:R:1 method="wB97M-V/def2-TZVPD" smiles="N[C@@]1(S(=O)(=O)O)CCc2ccccc21" homo_energy_ha=-0.3418
H 1.326 2.623 -0.217 0.34
C 2.554 0.018 -0.859 -0.76
C 0.751 1.870 -0.761 -0.68
H -1.520 -0.175 2.261 0.35
H 3.861 -1.668 -0.790 0.39
C 1.315 0.511 -0.484 0.23
C 2.031 -2.071 0.233 -0.67
H 0.089 -2.205 1.169 0.42
S -2.255 -0.376 -0.435 1.18
H -2.226 1.279 1.925 0.30
N -1.374 0.734 1.838 -0.66
H -3.327 -1.905 0.633 0.34
H 3.240 0.628 -1.430 0.44
O -2.396 -1.679 0.564 -0.50
C 2.899 -1.275 -0.496 -0.49
C -1.005 0.597 0.493 0.87
C 0.784 -1.594 0.618 -0.31
O -1.795 -0.810 -1.719 -0.59
C 0.483 -0.312 0.243 0.22
O -3.533 0.288 -0.362 -0.68
H 0.820 2.107 -1.823 0.32
H -1.393 1.890 -1.149 0.28
C -0.721 1.865 -0.289 -1.03
H -0.933 2.736 0.332 0.31
H 2.325 -3.074 0.504 0.38

=====

B) 25
Properties=species:S:1:pos:R:3:mulliken_charge:R:1 method="wB97M-V/def2-TZVPD" homo_energy_ha=-0.3407
H 2.267 1.960 -0.894 0.44
C 1.824 0.931 -0.928 0.20
H 0.672 1.466 0.847 0.60
H -0.847 0.514 2.902 0.32
H -2.797 -0.361 2.068 0.23
O 3.298 -1.863 -1.116 -0.58
C -0.036 -0.471 0.070 0.57
O 2.496 -2.064 1.160 -0.63
S 2.447 -1.397 -0.078 1.18
C -1.331 -0.691 0.564 -0.66
C 1.575 0.286 -2.151 -0.58
H 0.554 -2.579 -0.639 0.65
C -2.052 0.301 1.430 0.16
H -3.361 1.927 1.674 0.32
C -2.914 1.401 0.810 -1.34
H 1.862 0.703 -3.134 0.38
H -2.319 2.138 0.355 0.35
H -1.913 -1.440 -0.012 0.36
N 2.431 0.330 0.212 -0.57
C 0.687 -1.507 -0.738 -0.76
O -1.234 1.040 2.220 -0.56
C 0.920 -0.892 -2.136 -0.58
H -3.818 1.178 0.308 0.40
C 0.957 0.566 0.229 -0.31
H 0.633 -1.477 -3.023 0.40

=====

Quick look at relative energies in kcal/mol: A) 0.0; B) 95.0.